<P>
ORCA calculation (ωB97M-V with the def2-TZVPD basis set) on C6H14NO as an isolated structure.

total charge: +1
LUMO energy: -0.114 hartree

Last column: natural (NBO) charge in e.
Element x y z (Å)
C -1.71 -0.36 0.46  -0.593
C -1.79 -1.52 0.09  0.568
C 0.22 1.93 -1.15  -0.430
C 1.55 0.06 -0.67  -0.433
C 0.79 1.48 1.16  -0.414
C -1.18 -3.71 0.22  -0.272
N 0.56 0.88 -0.12  -0.395
O -1.63 -2.58 -0.50  -0.396
H -0.47 0.13 0.21  0.405
H -2.44 0.46 0.75  0.314
H -0.82 2.31 -0.96  0.228
H 0.98 2.74 -1.24  0.231
H 0.40 1.42 -2.07  0.216
H 2.08 -0.52 0.09  0.230
H 1.15 -0.33 -1.57  0.222
H 2.29 0.70 -1.03  0.209
H 1.58 2.18 1.30  0.225
H -0.11 2.09 1.26  0.215
H 0.93 0.54 1.73  0.213
H -0.39 -4.12 -0.40  0.219
H -2.04 -4.45 0.29  0.226
H -0.76 -3.60 1.17  0.213

***

<Q>
ORCA calculation (ωB97M-V with the def2-TZVPD basis set) on a 2-piece molecular cluster, C6H14NO overall.

total charge: +1
LUMO energy: -0.271 hartree

Last column: natural (NBO) charge in e.
Element x y z (Å)
C -1.05 -0.57 -2.30  -0.636
C -0.23 0.71 -2.10  -0.359
C 1.15 0.49 -1.41  -0.544
C 0.92 -0.24 -0.19  0.363
C 0.66 0.49 1.02  -0.077
N 0.03 0.08 2.06  -0.178
C 0.10 0.87 3.24  -0.488
H -0.49 -1.24 -2.94  0.219
H -1.41 -1.06 -1.40  0.235
H -1.95 -0.26 -2.83  0.239
H -0.09 1.15 -3.09  0.254
H -0.82 1.46 -1.58  0.219
H 1.87 -0.01 -2.06  0.274
H 1.58 1.46 -1.18  0.259
H 0.94 -1.32 -0.15  0.271
H 0.76 1.58 0.88  0.196
H -0.65 0.53 3.96  0.242
H 1.06 0.82 3.77  0.276
H -0.07 1.94 3.09  0.231
H -0.49 -1.65 1.44  0.483
H -1.04 -3.02 1.10  0.497
O -0.76 -2.20 0.68  -0.977

***

Which one sits at the top of the stability order? <Q> does.